1.
The following is a DFT calculation (ωB97M-V/def2-TZVPD) of one molecule with the formula C5H4N2O.

Geometry as XYZ:
```
12
Properties=species:S:1:pos:R:3:forces:R:3
O 3.071812 -0.115871 -0.203496 -2.98 -0.04 2.75
N 1.227229 1.157144 0.136889 1.51 2.75 0.08
N 1.080403 -1.209419 0.298195 0.78 -0.55 0.19
C 0.026775 1.519296 -0.042170 -0.17 1.26 2.36
C -0.176749 -1.448373 -0.023453 7.11 -5.97 0.70
C -1.098626 0.660437 0.168812 -5.36 0.70 -3.15
C 1.917781 -0.045292 0.272657 -0.42 -0.74 -4.56
C -1.254423 -0.678724 -0.062829 -2.69 3.66 0.50
H -2.246719 -1.082457 -0.227947 0.14 -0.04 0.16
H -2.175982 1.171335 -0.043329 2.66 -0.64 1.08
H -0.099270 -2.624182 -0.196313 -1.64 2.37 0.18
H -0.272236 2.696106 -0.077015 1.05 -2.77 -0.28
```
Positions in Å, forces in eV/Å.

Calculated values
Relative energy (zero: lowest compared OMol25 entry of this formula, charge and spin): 374.61 kJ/mol
HOMO-LUMO gap: 0.2721 hartree

=====

2.
The following is a DFT calculation (ωB97M-V/def2-TZVPD) of one molecule with the formula C4H7ClO2S2.

Geometry as XYZ:
```
16
Properties=species:S:1:pos:R:3:forces:R:3
Cl 0.997931 3.396214 -0.066723 2.41 2.62 0.72
S -0.484648 1.970724 -0.430066 0.65 2.45 1.77
S -1.690635 -0.445461 0.823251 0.56 0.24 -0.43
O -1.754610 2.574232 -0.350631 -2.78 0.07 0.20
O -0.040370 1.493772 -1.661771 0.44 -2.77 -3.62
C -0.225848 0.577445 0.963377 0.14 -2.71 1.09
C 1.015903 -0.274784 0.579956 -2.44 -1.86 2.60
C 0.494003 -1.557784 -0.019964 -1.47 -1.55 1.59
C -0.942508 -1.297476 -0.591551 2.17 -0.01 1.20
H -0.109293 1.191036 1.869077 -0.58 -0.21 -0.39
H 1.564351 0.155318 -0.135126 2.18 2.32 -2.51
H 0.528134 -2.415211 0.752553 -0.45 1.29 -1.09
H -1.402096 -2.212337 -0.863834 -0.92 -0.65 -0.06
H -0.744654 -0.677665 -1.465166 -0.74 0.56 0.06
H 1.122856 -1.869036 -0.791862 0.96 -0.60 -1.46
H 1.671485 -0.608986 1.388480 -0.14 0.82 0.32
```
Positions in Å, forces in eV/Å.

Calculated values
Relative energy (zero: lowest compared OMol25 entry of this formula, charge and spin): 222.04 kJ/mol
Spin multiplicity: 3
⟨S²⟩: 2.007
HOMO-LUMO gap (alpha / beta): 0.1977 / 0.2155 hartree

=====

3.
The following is a DFT calculation (ωB97M-V/def2-TZVPD) of one molecule with the formula C3Cl3F5O.

Geometry as XYZ:
```
12
Properties=species:S:1:pos:R:3:forces:R:3
Cl -0.277334 1.382789 1.364241 -0.20 0.51 -0.08
Cl 1.028782 2.229220 -1.752367 -0.51 0.29 0.32
Cl -1.974272 -0.841281 0.451837 0.33 0.11 0.47
F 0.166568 -0.939726 2.797836 1.58 -0.49 -2.36
F 0.356390 -2.366198 1.084118 0.26 0.30 1.01
F -1.422388 1.356992 -1.502112 0.57 0.06 -1.45
F 0.021144 0.404251 -3.045688 -1.62 0.18 2.17
F 1.873030 -0.835655 1.177027 -1.12 -0.01 1.70
O 0.148267 -0.066514 -0.801681 0.83 -0.41 -0.50
C -0.305728 -0.175126 0.536640 -1.03 1.14 -0.76
C 0.575827 -1.102696 1.488154 -0.63 -0.29 -2.12
C -0.190286 0.953943 -1.798003 1.54 -1.39 1.62
```
Positions in Å, forces in eV/Å.

Calculated values
Relative energy (zero: lowest compared OMol25 entry of this formula, charge and spin): 33.19 kJ/mol
HOMO-LUMO gap: 0.4465 hartree

=====

4.
The following is a DFT calculation (ωB97M-V/def2-TZVPD) of a 2-piece molecular cluster, C3H8NO overall.

Geometry as XYZ:
```
13
Properties=species:S:1:pos:R:3:forces:R:3
O -2.261439 -1.819524 -0.136555 -0.69 -0.24 -0.08
N 0.730362 0.281270 -0.534597 0.08 0.80 1.08
C 1.449195 1.706741 1.160797 -1.02 -0.98 2.74
C 0.488955 0.847082 0.717744 1.14 0.65 -2.88
C -0.126465 -0.380039 -1.316645 -0.74 -0.05 -0.97
H 2.159781 2.348823 0.706935 0.66 -0.30 -1.03
H -0.530456 0.774398 1.099928 0.51 -0.76 0.48
H 0.228218 -0.862184 -2.230384 -0.20 0.28 0.49
H -2.539955 -2.690718 -0.458557 0.32 0.29 0.48
H 1.561184 1.566263 2.232027 -0.23 1.25 0.36
H -1.169622 -0.265588 -1.053159 0.26 -0.30 -0.42
H -1.681737 -1.917703 0.625093 -0.06 -0.41 -0.15
H 1.691979 0.411179 -0.812628 -0.05 -0.23 -0.12
```
Positions in Å, forces in eV/Å.

Calculated values
Relative energy (zero: lowest compared OMol25 entry of this formula, charge and spin): 125.52 kJ/mol
Spin multiplicity: 2
⟨S²⟩: 0.790
HOMO-LUMO gap (alpha / beta): 0.2484 / 0.3264 hartree